## a
ORCA calculation (the ωB97M-V functional and the def2-TZVPD basis) on C6H15N in the gas phase.

Geometry as ORCA input:
```
! RIJCOSX wB97M-V def2-TZVPD def2/J DEFGRID3
* xyz 0 1
C -2.06 2.43 0.98
N -2.17 1.00 0.80
C -1.19 0.36 -0.06
C -0.02 -0.49 0.47
C 0.90 -1.01 -0.66
C 1.70 -2.24 -0.21
C 1.82 0.07 -1.19
H -2.29 2.94 0.04
H -1.11 2.75 1.42
H -2.86 2.70 1.67
H -2.56 0.41 1.51
H -0.78 1.19 -0.64
H -1.73 -0.39 -0.65
H 0.59 -0.07 1.29
H -0.31 -1.45 0.92
H 0.14 -1.33 -1.39
H 2.04 -2.75 -1.12
H 1.05 -3.01 0.22
H 2.51 -2.03 0.47
H 2.60 0.24 -0.43
H 1.31 1.00 -1.42
H 2.42 -0.32 -2.02
*
```

The calculation puts the HOMO energy at -8.20 eV. The calculation puts the molar mass at 101.19 g/mol. For the HOMO-LUMO gap, the calculation gives 9.3 eV.



## b
ORCA calculation (the ωB97M-V functional and the def2-TZVPD basis) on a molecular structure, C6H15N.

Geometry as ORCA input:
```
! RIJCOSX wB97M-V def2-TZVPD def2/J DEFGRID3
* xyz 0 1
C 1.40 -1.84 1.25
C 2.30 -1.34 0.17
C 0.69 -1.01 2.08
N -0.57 -0.91 -0.33
C -1.15 -0.06 0.35
C -1.75 1.21 -0.26
C -0.72 2.29 -0.62
H 0.16 -1.53 0.88
H 1.39 -2.91 1.43
H 1.87 -0.42 -0.23
H 3.30 -1.23 0.59
H 2.39 -2.06 -0.64
H 1.01 0.01 1.99
H 0.00 -1.37 2.83
H -1.57 0.14 -4.17
H -1.36 -0.04 1.46
H -1.30 0.83 -4.11
H -2.38 1.02 -1.13
H -2.39 1.63 0.53
H -1.13 3.30 -0.55
H -0.33 2.01 -1.60
H 0.13 2.29 0.07
*
```

The calculation puts the HOMO energy at -7.04 eV. The calculation puts the molar mass at 101.19 g/mol. For the HOMO-LUMO gap, the calculation gives 7.4 eV.



## c
ORCA calculation (the ωB97M-V functional and the def2-TZVPD basis) on C6H15N in the gas phase.

Geometry as ORCA input:
```
! RIJCOSX wB97M-V def2-TZVPD def2/J DEFGRID3
* xyz 0 1
C -1.70 -0.62 1.61
C -0.73 0.53 1.22
N 0.14 0.38 0.05
C 0.15 1.44 -1.00
C -0.59 0.57 -2.26
C 1.53 -0.26 0.16
C 1.28 -1.78 0.24
H -1.46 -1.54 1.32
H -1.86 -0.82 2.70
H -2.63 -0.42 1.10
H -0.18 0.76 2.17
H -1.33 1.38 1.07
H -0.34 2.39 -0.67
H 1.20 1.63 -1.38
H -1.60 0.49 -1.94
H -0.54 1.06 -3.25
H -0.07 -0.31 -2.20
H 2.13 -0.23 -0.82
H 2.20 0.05 1.02
H 0.46 -2.01 0.87
H 1.09 -2.18 -0.78
H 2.32 -2.29 0.66
*
```

The calculation puts the HOMO energy at -7.98 eV. The calculation puts the molar mass at 101.19 g/mol. For the HOMO-LUMO gap, the calculation gives 9.1 eV.



List of relative energies, unit hartree: a 0.0000; b 0.1841; c 0.0644